DFT (the ωB97M-V functional and the def2-TZVPD basis) results for 12 unconnected molecules or ions with the total composition C48H68N5O30 at a distorted geometry.

Each line ends with the Mulliken charge.
Atoms and positions in Å:
C (-0.931, -1.568, -0.834)  -1.210
N (0.040, -0.564, -0.299)  1.149
C (0.217, -0.816, 1.155)  0.041
C (1.326, -0.768, -1.030)  -1.700
C (-0.596, 0.767, -0.517)  -0.631
C (0.415, 1.820, -0.571)  0.435
O (0.931, 1.735, -1.907)  -0.744
H (-0.551, -2.540, -0.529)  0.446
H (-0.994, -1.437, -1.906)  0.399
H (-1.903, -1.473, -0.351)  0.066
H (-0.785, -0.870, 1.592)  0.150
H (0.749, 0.000, 1.640)  -0.345
H (0.646, -1.808, 1.270)  0.174
H (2.063, -0.042, -0.699)  0.671
H (1.192, -0.725, -2.104)  -0.084
H (1.650, -1.768, -0.736)  0.645
H (-1.405, 0.812, 0.208)  -0.128
H (-1.127, 0.720, -1.470)  0.325
H (1.190, 1.616, 0.181)  0.432
H (0.044, 2.840, -0.449)  0.270
H (1.522, 2.505, -2.000)  -0.076
C (3.677, 2.941, -3.673)  -0.967
C (4.097, 2.525, -2.259)  0.580
O (5.004, 1.654, -2.115)  -0.900
O (3.424, 3.023, -1.310)  -0.516
H (2.844, 2.338, -4.045)  0.081
H (4.462, 3.003, -4.432)  0.365
H (3.312, 3.980, -3.650)  0.284
C (2.953, -0.250, 3.076)  -0.067
O (3.007, 1.006, 2.681)  -0.881
H (3.817, -0.695, 3.661)  0.177
H (2.152, -0.483, 3.859)  0.007
H (2.749, -1.036, 2.294)  -0.151
C (2.774, -0.806, -4.412)  -0.578
N (2.086, -2.119, -4.264)  1.130
O (0.904, -2.142, -3.958)  -0.471
O (2.742, -3.125, -4.510)  -0.551
H (2.579, -0.490, -5.438)  0.430
H (3.838, -0.980, -4.384)  0.353
H (2.340, -0.169, -3.652)  -0.100
C (3.230, -3.493, 4.388)  -0.823
N (3.112, -3.971, 2.988)  1.147
O (4.053, -4.495, 2.505)  -0.595
O (2.146, -3.667, 2.407)  -0.573
H (4.162, -2.963, 4.497)  0.329
H (3.277, -4.439, 4.937)  0.324
H (2.315, -2.980, 4.634)  0.185
C (-5.008, -2.917, -2.283)  -1.682
C (-4.461, -3.773, -1.149)  1.587
C (-5.471, -4.800, -0.653)  -0.897
O (-4.954, -5.408, 0.485)  -0.265
C (-5.892, -6.244, 1.159)  -0.798
N (-3.234, -4.447, -1.682)  -0.452
H (-5.983, -2.469, -2.027)  0.470
H (-5.260, -3.491, -3.182)  0.386
H (-4.384, -2.060, -2.522)  0.274
H (-4.165, -3.079, -0.357)  -0.861
H (-5.598, -5.552, -1.461)  0.309
H (-6.510, -4.425, -0.619)  0.435
H (-6.166, -7.136, 0.580)  0.297
H (-6.798, -5.663, 1.377)  0.327
H (-5.421, -6.556, 2.089)  0.242
H (-2.832, -5.016, -0.933)  0.204
H (-3.564, -5.148, -2.352)  0.317
C (-0.804, -0.524, 4.787)  -1.161
C (-2.147, 0.201, 4.930)  0.459
C (-2.811, 0.508, 3.602)  -0.179
O (-3.165, -0.675, 2.928)  -0.377
C (-4.007, -0.463, 1.876)  -0.013
N (-3.048, -0.594, 5.825)  -0.828
H (-0.944, -1.320, 4.051)  0.230
H (-0.452, -0.917, 5.738)  0.402
H (-0.030, 0.181, 4.473)  0.005
H (-2.007, 1.171, 5.422)  0.176
H (-2.162, 1.089, 2.923)  -0.277
H (-3.646, 1.209, 3.780)  0.797
H (-4.041, -1.291, 1.165)  -0.332
H (-3.740, 0.360, 1.180)  0.105
H (-4.985, -0.195, 2.283)  0.479
H (-3.102, -1.510, 5.364)  0.354
H (-3.995, -0.221, 5.707)  0.319
C (1.511, 6.707, 1.821)  -0.897
C (0.243, 7.116, 1.843)  0.059
C (-0.830, 6.677, 0.884)  0.830
O (-1.965, 7.004, 1.073)  -0.724
C (-0.344, 5.957, -0.275)  -0.409
C (0.942, 5.583, -0.364)  0.411
C (1.924, 5.782, 0.764)  1.077
O (2.981, 5.266, 0.764)  -0.512
O (1.363, 4.885, -1.389)  -0.484
O (-0.230, 7.858, 2.853)  -0.588
H (2.124, 6.889, 2.693)  0.373
H (-0.939, 5.800, -1.170)  0.420
H (2.227, 4.401, -1.146)  0.201
H (-1.109, 8.177, 2.567)  0.324
C (-0.006, -4.617, -5.663)  -0.980
C (-0.494, -4.435, -4.443)  0.654
C (0.377, -4.603, -3.204)  1.308
O (-0.071, -4.305, -2.142)  -0.457
C (1.757, -4.999, -3.463)  -1.651
C (2.227, -5.175, -4.695)  0.786
C (1.371, -5.032, -5.919)  0.440
O (1.745, -5.312, -7.022)  -0.639
O (3.518, -5.270, -4.932)  -0.582
O (-1.725, -3.955, -4.222)  -0.594
H (-0.586, -4.443, -6.562)  0.428
H (2.368, -5.116, -2.576)  0.680
H (3.714, -5.308, -5.879)  0.417
H (-1.914, -3.845, -3.247)  0.173
C (-1.545, 3.700, 4.014)  -0.849
C (-1.695, 4.357, 5.172)  0.396
C (-0.544, 4.903, 5.979)  0.734
O (-0.742, 5.543, 6.980)  -0.669
C (0.749, 4.665, 5.362)  -0.824
C (0.887, 3.934, 4.246)  0.000
C (-0.246, 3.427, 3.391)  0.802
O (-0.177, 2.829, 2.364)  0.245
O (2.082, 3.657, 3.788)  -0.510
O (-2.943, 4.581, 5.691)  -0.629
H (-2.459, 3.381, 3.524)  0.596
H (1.624, 5.084, 5.838)  0.482
H (2.062, 2.906, 3.124)  0.072
H (-2.817, 4.943, 6.597)  0.335
C (6.489, -2.864, 0.249)  -0.998
C (6.003, -4.094, 0.134)  0.083
C (4.824, -4.421, -0.700)  1.486
O (4.318, -5.541, -0.755)  -0.751
C (4.195, -3.262, -1.395)  0.257
C (4.574, -2.011, -1.114)  0.117
C (5.751, -1.694, -0.247)  0.478
O (6.086, -0.608, 0.038)  -0.477
O (3.944, -0.970, -1.676)  0.363
O (6.579, -5.117, 0.792)  -0.597
H (7.290, -2.678, 0.954)  0.426
H (3.391, -3.479, -2.080)  -0.407
H (4.477, -0.112, -1.656)  -0.131
H (6.028, -5.912, 0.689)  0.335
C (-2.041, 3.501, -2.893)  -0.512
C (-1.967, 4.506, -3.767)  0.446
C (-2.992, 5.612, -3.771)  0.768
O (-3.074, 6.398, -4.668)  -0.602
C (-3.970, 5.590, -2.671)  -0.708
C (-3.906, 4.664, -1.705)  0.224
C (-3.018, 3.459, -1.800)  0.897
O (-3.110, 2.518, -1.034)  -0.591
O (-4.884, 4.619, -0.753)  -0.585
O (-1.079, 4.552, -4.750)  -0.549
H (-1.176, 2.836, -2.906)  0.128
H (-4.750, 6.336, -2.697)  0.425
H (-5.224, 3.727, -0.611)  0.335
H (-1.135, 5.418, -5.195)  0.339

Its total charge is -1. For the HOMO-LUMO gap, the calculation gives 3.73 eV. The HOMO energy comes out at -3.8 eV. For the strongest force on any atom, the calculation gives 4.4 eV/A.